(1)
DFT (ωB97M-V/def2-TZVPD) results for 2 unconnected molecules or ions with the total composition C4H9NO3 at a distorted geometry.

2S+1: 2
Max |F|: 4.63 eV/Å
Gap between HOMO and LUMO (spin up / spin down): 0.343 / 0.205 Eh
Charge: +1
Relative energy (zero: lowest compared OMol25 entry of this formula, charge and spin): 0.000 eV
Total energy: -11917.868 eV

Atoms and positions in Å:
C 1.9035 0.2875 1.0886
C 1.7542 -0.4991 -0.0507
O 1.8322 -1.8907 0.1444
C 1.7112 -0.0252 -1.4871
H 1.7609 1.3626 1.0158
H 1.9261 -0.1311 2.0610
H 1.9184 -2.3418 -0.7295
H 1.4721 1.0424 -1.4908
H 2.6492 -0.1886 -2.0306
H 0.8446 -0.5536 -1.9651
N -3.1924 0.8595 0.8374
C -2.1700 0.5261 -0.0237
O -1.3632 -0.3837 0.5174
O -1.9539 1.0205 -1.1412
H -3.5643 0.0695 1.4030
H -3.8935 1.4239 0.4355
H -1.6350 -0.5782 1.4156

Atoms 1-2, force components in eV/Å:
-1.146 0.706 -0.244
1.248 -4.172 -1.560


(2)
DFT (ωB97M-V/def2-TZVPD) results for C4H9NO3S in the gas phase at a distorted geometry.

2S+1: 1
Max |F|: 2.24 eV/Å
Structure (SMILES): C[C@@H]1O[C@H]1O[S@](C)(=N)=O
Gap between HOMO and LUMO: 0.396 Eh
Relative energy (zero: lowest compared OMol25 entry of this formula, charge and spin): 2.744 eV
Total energy: -22758.648 eV

Atoms and positions in Å:
C -2.2933 2.0675 -0.8271
C -0.8953 1.5537 -0.5862
O -0.6183 0.2689 -1.0995
C -0.6941 0.3955 0.2881
O 0.4322 0.1592 1.0305
S 1.4795 -1.2215 1.1323
C 1.8508 -1.4890 -0.6083
N 0.9922 -2.5877 1.6448
O 2.5729 -0.5990 1.8156
H -3.0242 1.3466 -0.4627
H -2.4590 2.2005 -1.8962
H -2.4430 3.0166 -0.3206
H -0.0792 2.2591 -0.7008
H -1.5878 -0.0665 0.7189
H 1.4627 -2.4698 -0.8540
H 1.3661 -0.7238 -1.2035
H 2.9280 -1.4488 -0.7181
H 1.0097 -2.6617 2.6467

Atoms 1-2, force components in eV/Å:
0.276 -0.184 -0.053
-0.140 0.699 0.533


(3)
DFT (ωB97M-V/def2-TZVPD) results for 2 unconnected molecules or ions with the total composition C4H9NO4 at a distorted geometry.

2S+1: 1
Max |F|: 3.36 eV/Å
Structure (SMILES): CNC(O)(O)C=O.C=O
Gap between HOMO and LUMO: 0.282 Eh
Relative energy (zero: lowest compared OMol25 entry of this formula, charge and spin): 4.015 eV
Total energy: -13971.142 eV

Atoms and positions in Å:
C -0.3202 -1.5340 1.5200
N -0.7511 -0.2414 1.0357
C -0.9404 0.0312 -0.3105
O -2.1970 0.5366 -0.5658
O -0.5708 -0.8972 -1.2050
C -0.0423 1.6631 -0.5890
O 0.1040 2.3980 0.3467
H -0.9758 -2.3244 1.1459
H 0.7004 -1.7496 1.1937
H -0.3347 -1.5472 2.6124
H -0.8883 0.5404 1.6605
H -2.5079 0.1538 -1.3980
H 0.4358 -0.9222 -1.3126
H -0.2860 2.0469 -1.6071
C 2.1090 0.4882 -0.6225
O 1.9236 -0.4235 -1.4267
H 2.5851 1.4316 -0.9319
H 1.9567 0.3497 0.4543

Atoms 1-2, force components in eV/Å:
0.004 0.115 -0.142
-0.055 -0.187 0.409


(4)
DFT (ωB97M-V/def2-TZVPD) results for C4H9NO4 in the gas phase at a distorted geometry.

2S+1: 1
Max |F|: 4.30 eV/Å
Structure (SMILES): CO[C@@H](O)C(=O)N(C)O
Gap between HOMO and LUMO: 0.348 Eh
Relative energy (zero: lowest compared OMol25 entry of this formula, charge and spin): 4.044 eV
Total energy: -13971.113 eV

Atoms and positions in Å:
C -2.6518 0.3647 0.6804
O -1.6472 -0.6352 0.7912
C -0.5469 -0.6680 -0.2237
O -0.7138 -0.3757 -1.5534
C 0.2701 0.4086 0.4727
O -0.0777 1.4362 1.0557
N 1.5789 0.3451 0.0754
C 2.3472 -0.6761 -0.5813
O 2.3712 1.4371 0.4618
H -3.4913 0.0312 1.2899
H -2.3167 1.3118 1.1045
H -2.9626 0.5029 -0.3588
H -0.1734 -1.6936 -0.0684
H -1.3941 -0.9569 -1.9195
H 2.4019 -0.4770 -1.6530
H 1.9257 -1.6680 -0.4305
H 3.3413 -0.6620 -0.1330
H 1.7392 1.9750 0.9900

Atoms 1-2, force components in eV/Å:
0.014 0.216 0.118
-0.354 -1.191 -1.947


(5)
DFT (ωB97M-V/def2-TZVPD) results for C4H9NOS in the gas phase at a distorted geometry.

2S+1: 1
Max |F|: 1.06 eV/Å
Gap between HOMO and LUMO (spin up / spin down): 0.296 / 0.304 Eh
Relative energy (zero: lowest compared OMol25 entry of this formula, charge and spin): 4.207 eV
Total energy: -18663.320 eV

Atoms and positions in Å:
C 0.0040 0.5544 0.6588
C -0.9150 0.9815 -0.4774
C 1.0833 -1.4879 -0.4419
C 1.3065 -0.1940 0.2106
N -2.8593 -0.1742 0.8118
O 2.1078 0.6786 -0.5560
S -2.3860 -0.0868 -0.6997
H 0.3416 1.4500 1.1869
H -0.5589 -0.0626 1.3605
H -1.3222 1.9699 -0.2670
H -0.4179 1.0058 -1.4449
H 1.1846 -1.5884 -1.5064
H 0.7866 -2.3453 0.1268
H 1.8658 -0.3524 1.1469
H -3.7401 -0.6652 0.8861
H 1.8845 0.5729 -1.4862

Atoms 1-2, force components in eV/Å:
0.507 -0.346 -0.148
-0.451 -0.202 0.093


(6)
DFT (ωB97M-V/def2-TZVPD) results for 2 unconnected molecules or ions with the total composition C4H9NOS at a distorted geometry.

2S+1: 1
Max |F|: 3.77 eV/Å
Structure (SMILES): OSN1CC1.C=C
Gap between HOMO and LUMO: 0.345 Eh
Relative energy (zero: lowest compared OMol25 entry of this formula, charge and spin): 4.720 eV
Total energy: -18662.807 eV

Atoms and positions in Å:
O -3.3532 0.4062 -0.5485
S -1.8360 0.2773 0.1492
N -1.2263 -0.9715 -0.8140
C -0.1082 -0.8587 -1.6429
C -0.1065 -1.7497 -0.4496
H -3.3596 0.9880 -1.2783
H 0.7481 -0.0775 -1.6561
H -0.1919 -1.1873 -2.6028
H -0.2201 -2.8252 -0.4085
H 0.5087 -1.3840 0.3140
C 1.5549 1.3291 2.1746
C 1.5443 1.1051 0.8697
H 2.3552 1.9596 2.6666
H 0.7573 0.9876 2.7425
H 2.1313 1.4999 0.0740
H 0.8019 0.5010 0.4102

Atoms 1-2, force components in eV/Å:
0.261 -1.319 1.995
-0.921 0.226 -0.710